1.
Below is a structure of composition C37H38F6N2O3PtSbSiTe, with properties calculated with ωB97M-V/def2-TZVPD.

Structure (XYZ):
```
90
Properties=species:S:1:pos:R:3:lowdin_charge:R:1
Pt -0.08 0.46 -1.21 1.07
O -4.16 0.42 -1.92 0.06
C -2.95 0.51 -1.84 -0.59
O -2.14 -0.29 -1.25 -0.17
C -2.28 1.70 -2.52 -0.16
C -3.04 2.64 -3.19 0.02
C -2.41 3.69 -3.83 -0.03
C -1.03 3.78 -3.78 -0.03
C -0.33 2.82 -3.08 -0.13
N -0.94 1.80 -2.47 -0.05
H -4.11 2.48 -3.20 0.12
H -2.99 4.44 -4.36 0.11
H -0.49 4.58 -4.26 0.11
H 0.74 2.85 -3.02 0.07
C 1.36 -7.62 1.14 -0.06
C 1.06 -6.14 1.08 -0.27
C 0.68 -5.44 2.22 -0.02
C 0.40 -4.08 2.18 -0.30
C -0.02 -3.39 3.46 -0.08
C 0.48 -3.41 0.96 -0.39
Te 0.20 -1.29 0.95 1.61
N -0.17 1.34 0.54 -0.21
C -0.49 2.61 0.65 -0.63
O -0.86 3.42 -0.23 -0.03
C -0.39 3.10 2.08 -0.14
C -1.15 4.21 2.45 -0.03
C -1.09 4.70 3.75 -0.09
C -0.26 4.09 4.69 -0.11
C 0.50 2.99 4.32 -0.09
C 0.44 2.50 3.02 -0.06
C -1.82 -1.25 1.55 -0.43
C -2.11 -0.34 2.55 -0.14
C -3.41 -0.19 3.02 -0.08
C -4.41 -0.98 2.47 -0.08
C -4.11 -1.89 1.47 -0.04
C -2.82 -2.05 0.98 -0.29
C -2.57 -3.02 -0.14 -0.04
C 0.84 -4.10 -0.21 -0.30
C 0.94 -3.45 -1.57 -0.07
C 1.13 -5.45 -0.12 -0.02
H 1.31 -7.99 2.16 0.07
H 2.36 -7.82 0.76 0.08
H 0.66 -8.19 0.54 0.08
H 0.62 -5.96 3.17 0.11
H 0.19 -4.03 4.32 0.07
H -1.09 -3.18 3.45 0.08
H 0.49 -2.44 3.59 0.05
H -1.77 4.67 1.70 0.11
H -1.69 5.55 4.03 0.09
H -0.22 4.47 5.70 0.09
H 1.16 2.52 5.04 0.10
H 1.03 1.65 2.72 0.09
H -1.32 0.28 2.96 0.08
H -3.63 0.54 3.79 0.10
H -5.43 -0.87 2.82 0.10
H -4.91 -2.48 1.04 0.11
H -3.51 -3.42 -0.51 0.08
H -1.94 -3.85 0.19 0.07
H -2.08 -2.51 -0.97 0.07
H 0.43 -2.49 -1.62 0.00
H 0.51 -4.10 -2.33 0.09
H 1.99 -3.28 -1.84 0.09
H 1.41 -5.99 -1.02 0.12
C 2.87 1.32 -2.97 -0.19
Si 2.18 1.15 -1.23 0.48
C 3.12 -0.30 -0.46 -0.26
C 2.59 2.69 -0.24 -0.27
C 2.09 3.96 -0.56 -0.10
C 2.39 5.07 0.22 -0.08
C 3.21 4.94 1.33 -0.10
C 3.73 3.70 1.66 -0.10
C 3.41 2.59 0.89 -0.11
H 3.94 1.55 -2.88 0.04
H 2.43 2.10 -3.58 0.01
H 2.76 0.38 -3.53 0.02
H 4.20 -0.12 -0.53 0.04
H 2.89 -1.22 -0.99 0.01
H 2.87 -0.43 0.60 -0.02
H 1.42 4.09 -1.40 0.08
H 1.97 6.03 -0.04 0.10
H 3.43 5.81 1.94 0.10
H 4.36 3.59 2.53 0.10
H 3.82 1.63 1.18 0.09
F 0.21 -0.78 -3.12 -0.44
Sb -0.07 -0.92 -5.04 1.38
F -1.81 -0.24 -4.78 -0.33
F -0.69 -2.68 -4.76 -0.35
F -0.31 -1.05 -6.90 -0.36
F 1.71 -1.55 -5.15 -0.36
F 0.57 0.85 -5.19 -0.35
```

Relative energy (zero: lowest compared OMol25 entry of this formula, charge and spin)   1.767 eV
Charge   -1
Frontier orbital gap   7.232 eV
M   1145.23 g/mol
E_HOMO   -5.509 eV
2S+1   1
LUMO level   0.0633 hartree


2.
Below is a structure of composition C37H38F6N2O3PtSbSiTe, with properties calculated with ωB97M-V/def2-TZVPD.

Structure (XYZ):
```
90
Properties=species:S:1:pos:R:3:lowdin_charge:R:1
Pt 1.67 -1.15 0.46 0.92
O 5.61 -0.57 1.66 0.04
C 4.44 -0.86 1.48 -0.61
O 3.86 -1.04 0.34 -0.15
C 3.56 -1.03 2.71 -0.20
C 3.98 -0.60 3.96 0.01
C 3.11 -0.72 5.03 -0.04
C 1.85 -1.28 4.83 -0.03
C 1.52 -1.70 3.55 -0.11
N 2.36 -1.58 2.53 -0.01
H 4.96 -0.17 4.05 0.12
H 3.40 -0.36 6.01 0.11
H 1.13 -1.38 5.63 0.11
H 0.54 -2.13 3.34 0.10
C -5.40 3.55 -3.32 -0.05
C -4.21 2.79 -2.78 -0.27
C -2.95 3.36 -2.76 -0.02
C -1.85 2.71 -2.20 -0.26
C -0.51 3.40 -2.27 -0.05
C -2.05 1.44 -1.62 -0.29
Te -0.60 0.45 -0.38 1.81
N 0.02 2.15 0.41 -0.15
C 0.92 1.93 1.34 -0.65
O 1.36 0.81 1.74 -0.16
C 1.53 3.17 1.93 -0.15
C 2.92 3.27 1.97 -0.02
C 3.51 4.43 2.44 -0.09
C 2.72 5.49 2.87 -0.10
C 1.34 5.38 2.85 -0.09
C 0.74 4.22 2.37 -0.02
C 0.94 0.39 -1.87 -0.41
C 2.17 1.01 -1.60 -0.15
C 3.21 0.93 -2.51 -0.07
C 3.02 0.25 -3.70 -0.07
C 1.79 -0.34 -3.98 -0.05
C 0.74 -0.29 -3.08 -0.31
C -0.57 -0.95 -3.39 -0.05
C -3.30 0.82 -1.70 -0.30
C -3.60 -0.58 -1.20 -0.08
C -4.36 1.51 -2.28 -0.02
H -5.11 4.54 -3.67 0.07
H -6.16 3.68 -2.54 0.08
H -5.87 3.01 -4.15 0.08
H -2.80 4.35 -3.18 0.11
H -0.56 4.23 -2.98 0.07
H 0.27 2.71 -2.60 0.06
H -0.22 3.78 -1.30 0.07
H 3.53 2.43 1.65 0.12
H 4.59 4.52 2.45 0.10
H 3.19 6.40 3.24 0.09
H 0.72 6.20 3.20 0.10
H -0.34 4.12 2.34 0.12
H 2.30 1.58 -0.69 0.09
H 4.16 1.38 -2.28 0.11
H 3.83 0.18 -4.42 0.10
H 1.65 -0.86 -4.93 0.11
H -0.49 -1.62 -4.26 0.08
H -1.34 -0.21 -3.61 0.08
H -0.92 -1.55 -2.54 0.05
H -2.76 -1.09 -0.75 0.01
H -3.96 -1.21 -2.02 0.09
H -4.39 -0.55 -0.44 0.08
H -5.34 1.03 -2.32 0.12
C 2.22 -4.49 0.73 -0.22
Si 1.26 -3.29 -0.36 0.41
C 1.82 -3.68 -2.11 -0.21
C -0.55 -3.78 -0.23 -0.30
C -1.15 -3.91 1.03 -0.11
C -2.50 -4.16 1.17 -0.09
C -3.30 -4.30 0.04 -0.10
C -2.73 -4.21 -1.22 -0.11
C -1.37 -3.95 -1.35 -0.13
H 1.98 -5.53 0.48 0.03
H 2.01 -4.33 1.79 0.01
H 3.30 -4.33 0.58 0.03
H 1.62 -4.74 -2.34 0.03
H 2.90 -3.51 -2.19 0.03
H 1.34 -3.07 -2.87 0.00
H -0.54 -3.79 1.92 0.09
H -2.94 -4.22 2.16 0.11
H -4.37 -4.47 0.15 0.10
H -3.34 -4.35 -2.10 0.10
H -0.94 -3.89 -2.35 0.09
F -1.17 -1.16 2.07 -0.42
Sb -2.61 -0.24 2.88 1.34
F -3.82 -1.35 1.95 -0.35
F -2.65 0.99 1.41 -0.40
F -4.09 0.63 3.65 -0.36
F -1.45 0.91 3.81 -0.35
F -2.48 -1.51 4.28 -0.37
```

Relative energy (zero: lowest compared OMol25 entry of this formula, charge and spin)   0.000 eV
Charge   -1
Frontier orbital gap (spin up / spin down)   6.765 / 7.865 eV
M   1145.23 g/mol
<S²>   2.0113
E_HOMO (spin up / spin down)   -4.554 / -6.326 eV
2S+1   3
LUMO level (spin up / spin down)   0.0813 / 0.0566 hartree


3.
Below is a structure of composition C37H38GeN5O2RuS, with properties calculated with ωB97M-V/def2-TZVPD.

Structure (XYZ):
```
85
Properties=species:S:1:pos:R:3:lowdin_charge:R:1
Ru 0.30 1.26 -1.02 0.97
O -3.01 5.63 -0.70 0.05
C -3.82 4.68 -1.20 -0.27
C -5.16 5.01 -1.38 -0.02
C -6.05 4.09 -1.88 -0.09
C -5.63 2.80 -2.21 -0.09
C -4.30 2.47 -2.04 -0.02
C -3.37 3.39 -1.54 -0.08
C -1.97 2.95 -1.38 -0.42
O -1.64 1.78 -1.74 -0.16
N -1.13 3.83 -0.82 0.05
N 0.07 3.24 -0.57 -0.17
C 1.06 3.95 -0.13 -0.10
C 2.24 3.16 0.13 -0.27
C 3.42 3.68 0.67 -0.03
C 4.49 2.85 0.90 -0.07
C 4.37 1.50 0.58 -0.07
C 3.19 1.04 0.03 -0.13
N 2.14 1.85 -0.21 -0.04
H -2.11 5.24 -0.62 0.06
H -5.47 6.02 -1.12 0.11
H -7.09 4.37 -2.01 0.10
H -6.33 2.07 -2.59 0.10
H -3.94 1.48 -2.28 0.10
H 1.00 5.01 0.04 0.13
H 3.47 4.74 0.91 0.11
H 5.41 3.24 1.31 0.11
H 5.18 0.80 0.73 0.11
H 3.05 0.01 -0.24 0.08
C 1.92 -0.17 4.76 -0.07
C 2.44 0.22 3.38 -0.24
N 1.47 0.02 2.33 0.02
C 0.41 0.80 2.07 -0.76
S -0.80 0.25 1.00 0.72
N 0.37 2.01 2.65 0.02
C -0.78 2.91 2.60 -0.27
C -1.75 2.65 3.75 -0.08
H 2.70 -0.07 5.52 0.08
H 1.58 -1.21 4.75 0.07
H 1.07 0.45 5.05 0.07
H 3.32 -0.38 3.12 0.11
H 2.79 1.26 3.37 0.11
H 1.38 -0.91 1.94 0.07
H 1.09 2.24 3.31 0.12
H -1.27 2.76 1.65 0.06
H -0.39 3.93 2.62 0.12
H -2.17 1.65 3.67 0.07
H -2.57 3.37 3.71 0.08
H -1.25 2.75 4.72 0.07
C 0.61 -0.35 -1.83 -0.41
Ge 0.48 -2.24 -1.38 0.91
C 1.37 -2.72 0.30 -0.30
C 2.76 -2.64 0.40 -0.14
C 3.42 -2.97 1.57 -0.09
C 2.70 -3.40 2.68 -0.10
C 1.31 -3.48 2.60 -0.09
C 0.66 -3.14 1.42 -0.12
C 1.25 -3.36 -2.79 -0.27
C 0.79 -3.18 -4.09 -0.11
C 1.29 -3.94 -5.14 -0.09
C 2.26 -4.90 -4.90 -0.10
C 2.72 -5.11 -3.61 -0.09
C 2.22 -4.34 -2.56 -0.11
C -1.44 -2.62 -1.29 -0.28
C -2.39 -1.65 -1.60 -0.11
C -3.74 -1.95 -1.58 -0.08
C -4.17 -3.22 -1.24 -0.09
C -3.24 -4.20 -0.92 -0.09
C -1.88 -3.90 -0.95 -0.12
H 0.57 -0.21 -2.93 -0.02
H 3.35 -2.33 -0.46 0.10
H 4.51 -2.91 1.62 0.10
H 3.21 -3.67 3.59 0.10
H 0.74 -3.81 3.46 0.11
H -0.42 -3.18 1.38 0.10
H 0.03 -2.44 -4.30 0.10
H 0.92 -3.78 -6.15 0.10
H 2.65 -5.50 -5.71 0.10
H 3.47 -5.86 -3.41 0.10
H 2.58 -4.53 -1.56 0.09
H -2.07 -0.64 -1.84 0.07
H -4.47 -1.18 -1.82 0.10
H -5.23 -3.45 -1.22 0.10
H -3.57 -5.20 -0.65 0.10
H -1.17 -4.68 -0.71 0.10
```

Relative energy (zero: lowest compared OMol25 entry of this formula, charge and spin)   0.000 eV
Charge   0
Frontier orbital gap (spin up / spin down)   6.018 / 6.429 eV
M   790.49 g/mol
<S²>   0.7814
E_HOMO (spin up / spin down)   -6.332 / -6.835 eV
2S+1   2
LUMO level (spin up / spin down)   -0.0115 / -0.0149 hartree


4.
Below is a structure of composition C37H38HgN4O4Sb, with properties calculated with ωB97M-V/def2-TZVPD.

Structure (XYZ):
```
85
Properties=species:S:1:pos:R:3:lowdin_charge:R:1
Hg 1.01 1.12 0.62 1.22
O -1.25 1.70 1.13 -0.21
C -1.72 1.83 2.30 -0.46
C -2.88 2.62 2.50 -0.07
C -3.44 2.79 3.74 -0.13
C -2.94 2.15 4.88 -0.14
C -1.80 1.37 4.71 -0.10
C -1.16 1.22 3.48 -0.16
C 0.06 0.44 3.56 -0.12
N 1.01 0.34 2.71 -0.09
N 2.06 -0.52 3.06 0.02
C 3.12 -0.35 2.29 -0.55
O 3.31 0.56 1.46 -0.08
C 4.23 -1.41 2.36 -0.14
C 4.62 -2.09 3.52 -0.04
C 5.67 -3.02 3.48 -0.12
C 6.32 -3.33 2.29 -0.13
C 5.89 -2.69 1.14 -0.10
C 4.86 -1.74 1.18 -0.03
H -3.29 3.04 1.59 0.11
H -4.31 3.45 3.81 0.09
H -3.39 2.24 5.85 0.07
H -1.42 0.81 5.57 0.10
H 0.23 -0.06 4.53 0.11
H 4.12 -1.87 4.46 0.10
H 5.99 -3.48 4.40 0.08
H 7.15 -4.04 2.27 0.09
H 6.33 -2.93 0.17 0.09
H 4.57 -1.24 0.26 0.12
C 1.06 -2.71 0.84 -0.11
O 1.29 -1.56 0.04 -0.21
C 1.21 -1.71 -1.33 -0.25
C 1.25 -2.97 -1.88 -0.07
C 1.26 -3.18 -3.26 -0.15
C 1.24 -2.05 -4.07 -0.14
C 1.20 -0.76 -3.52 -0.04
C 1.13 -0.51 -2.13 -0.22
N 1.08 0.76 -1.56 -0.09
N 0.88 1.71 -2.51 0.02
C 0.90 3.04 -2.29 -0.17
C 1.32 3.76 -1.09 -0.39
O 1.69 3.19 -0.02 -0.17
C 1.36 5.20 -1.17 -0.04
C 1.03 5.95 -2.28 -0.08
C 0.66 5.27 -3.47 -0.21
C 0.42 5.93 -4.70 -0.08
C 0.01 5.26 -5.83 -0.14
C -0.21 3.86 -5.79 -0.11
C 0.09 3.20 -4.61 -0.05
C 0.55 3.85 -3.46 -0.11
H 1.85 -3.45 0.69 0.09
H 0.09 -3.16 0.57 0.06
H 1.06 -2.36 1.87 0.07
H 1.28 -3.83 -1.22 0.09
H 1.27 -4.17 -3.70 0.08
H 1.21 -2.13 -5.15 0.08
H 1.23 0.10 -4.17 0.08
H 1.66 5.71 -0.23 0.11
H 1.06 7.03 -2.23 0.08
H 0.56 7.02 -4.76 0.10
H -0.12 5.81 -6.75 0.07
H -0.58 3.33 -6.65 0.07
H -0.02 2.13 -4.51 0.08
C -2.45 -2.76 -2.38 -0.21
C -3.28 -1.65 -1.69 -0.43
Sb -2.23 -1.15 0.16 1.51
C -3.92 -0.25 1.18 -0.43
C -5.22 -1.06 1.10 -0.20
C -2.62 -3.15 1.05 -0.44
C -2.31 -3.04 2.55 -0.21
H -2.96 -3.08 -3.30 0.06
H -2.35 -3.67 -1.77 0.05
H -1.46 -2.42 -2.64 0.03
H -4.30 -2.01 -1.48 0.02
H -3.34 -0.78 -2.32 0.03
H -4.03 0.75 0.75 0.04
H -3.57 -0.07 2.19 0.03
H -5.52 -1.25 0.07 0.04
H -6.03 -0.54 1.60 0.06
H -5.11 -2.04 1.59 0.05
H -1.93 -3.85 0.57 0.01
H -3.63 -3.51 0.88 0.03
H -1.30 -2.64 2.73 0.05
H -2.39 -4.01 3.07 0.06
H -2.97 -2.34 3.04 0.04
```

Relative energy (zero: lowest compared OMol25 entry of this formula, charge and spin)   0.000 eV
Charge   -2
Frontier orbital gap (spin up / spin down)   4.562 / 6.012 eV
M   925.09 g/mol
<S²>   0.8029
E_HOMO (spin up / spin down)   -0.095 / -1.545 eV
2S+1   2
LUMO level (spin up / spin down)   0.1642 / 0.1642 hartree


5.
Below is a cluster of 2 separate species, C37H38N2O5S2 in total, with properties calculated with ωB97M-V/def2-TZVPD.

Structure (XYZ):
```
84
Properties=species:S:1:pos:R:3:lowdin_charge:R:1
C -3.71 5.24 -2.38 -0.15
C -4.86 4.81 -1.44 -0.13
N -4.34 4.08 -0.27 -0.05
C -5.00 3.85 1.03 -0.10
C -4.03 2.90 1.78 -0.07
C -2.91 2.63 0.81 -0.13
C -1.79 1.83 0.89 0.06
C -0.88 1.77 -0.21 -0.17
C 0.33 1.04 -0.07 0.12
C 1.46 1.08 -0.93 -0.17
C 2.50 0.13 -0.78 0.07
C 3.56 0.12 -1.66 -0.12
C 3.60 1.05 -2.71 -0.12
N 4.71 0.88 -3.51 -0.05
C 4.96 1.76 -4.66 -0.13
C 3.64 2.38 -5.18 -0.15
C 2.74 2.95 -4.06 -0.13
C 2.62 2.03 -2.88 -0.14
C 1.61 2.07 -1.96 0.03
C 5.55 -0.25 -3.02 -0.10
C 4.79 -0.75 -1.76 -0.07
C -1.25 2.45 -1.41 0.03
C -2.34 3.29 -1.49 -0.14
C -3.16 3.36 -0.37 -0.12
C -2.70 4.11 -2.69 -0.13
H -4.13 5.65 -3.31 0.12
H -3.18 6.08 -1.92 0.12
H -5.44 5.67 -1.09 0.12
H -5.55 4.14 -1.97 0.12
H -5.14 4.81 1.55 0.12
H -5.99 3.41 0.87 0.12
H -3.63 3.37 2.68 0.12
H -4.52 1.96 2.07 0.13
H -1.60 1.26 1.78 0.12
H 0.40 0.39 0.79 0.13
H 2.45 -0.60 0.01 0.10
H 5.64 2.55 -4.33 0.12
H 5.47 1.19 -5.44 0.12
H 3.86 3.15 -5.93 0.12
H 3.09 1.60 -5.72 0.12
H 3.13 3.92 -3.73 0.12
H 1.74 3.16 -4.45 0.12
H 0.95 2.91 -1.97 0.11
H 5.63 -1.01 -3.79 0.12
H 6.56 0.11 -2.79 0.12
H 5.40 -0.66 -0.85 0.13
H 4.49 -1.80 -1.86 0.13
H -0.70 2.27 -2.31 0.11
H -3.12 3.44 -3.46 0.12
H -1.79 4.53 -3.13 0.12
C -2.67 -2.82 0.65 -0.09
O -1.26 -2.90 0.81 -0.22
C -0.80 -3.14 2.08 -0.51
S 0.99 -3.28 2.17 0.78
C 0.95 -4.72 1.11 -0.30
C 0.75 -5.97 1.65 -0.06
C 0.59 -7.06 0.82 -0.08
C 0.65 -6.89 -0.55 -0.10
C 0.89 -5.64 -1.09 -0.09
C 1.04 -4.55 -0.25 -0.08
O 1.62 -2.09 1.48 -0.39
O 1.45 -3.71 3.54 -0.35
S -1.74 -3.38 3.59 0.78
C -0.88 -2.22 4.66 -0.31
C -0.19 -2.71 5.74 -0.08
C 0.45 -1.84 6.59 -0.07
C 0.38 -0.48 6.36 -0.09
C -0.30 0.00 5.26 -0.09
C -0.93 -0.87 4.41 -0.07
O -3.11 -2.77 3.44 -0.39
O -1.55 -4.81 4.02 -0.36
H -2.88 -1.99 -0.02 0.08
H -3.03 -3.75 0.21 0.09
H -3.17 -2.64 1.59 0.04
H 0.67 -6.07 2.72 0.11
H 0.41 -8.03 1.24 0.10
H 0.48 -7.73 -1.21 0.10
H 0.92 -5.50 -2.15 0.10
H 1.20 -3.56 -0.65 0.10
H -0.13 -3.78 5.90 0.11
H 1.01 -2.21 7.43 0.10
H 0.87 0.21 7.03 0.10
H -0.33 1.06 5.06 0.09
H -1.48 -0.51 3.55 0.10
```

Relative energy (zero: lowest compared OMol25 entry of this formula, charge and spin)   0.692 eV
Charge   0
Frontier orbital gap   2.803 eV
M   654.85 g/mol
E_HOMO   -4.822 eV
2S+1   1
LUMO level   -0.0742 hartree


Which formula does entry 3 have? C37H38GeN5O2RuS


Which formula does entry 5 have? C37H38N2O5S2


relative energy (zero: lowest compared OMol25 entry of this formula, charge and spin) of number 3 (C37H38GeN5O2RuS)? 0.000 eV